Entry 1:
Formula: C12H30BrNO9Sr
Source: the Open Molecules 2025 dataset
Level of theory: ωB97M-V with the def2-TZVPD basis set

Values from the calculation:
* energy relative to the best compared isomer or geometry (same formula, charge and spin): 1087.83 kJ/mol
* charge: 0

Element x y z (Å)
Br (0.997, 2.872, 5.103)
C (4.868, 1.472, -1.989)
H (5.875, 0.515, 1.624)
H (-3.369, -1.446, 4.645)
O (2.655, -3.222, -5.332)
O (-1.064, 3.744, -1.687)
H (6.369, -1.121, 1.452)
H (-0.546, 5.843, -1.967)
C (4.469, -1.709, 2.688)
H (5.230, -2.488, 2.638)
H (-4.061, -3.564, 2.474)
H (6.669, 0.094, -0.619)
H (-4.482, 0.919, 3.824)
H (3.487, -2.097, 2.957)
C (5.633, -0.132, -0.366)
H (-3.028, 4.204, -1.955)
C (-0.630, 5.043, -1.232)
C (-4.656, 0.394, 2.884)
Sr (0.430, 0.387, 0.540)
C (-3.421, 0.527, -2.583)
H (-4.878, -2.103, 4.013)
H (-3.455, -0.223, -1.793)
O (0.752, -4.095, -5.280)
O (4.672, 0.912, -0.647)
C (-3.337, -3.081, 3.131)
O (1.273, -2.678, -3.795)
O (-2.618, 1.648, -2.220)
H (5.446, -1.013, -0.980)
H (-0.638, -4.271, 1.711)
H (4.623, 0.797, -2.809)
N (1.561, -3.334, -4.816)
C (-1.724, -4.211, 1.777)
H (-3.118, -3.798, 3.923)
H (4.713, -1.087, 3.549)
H (-5.708, 0.111, 2.864)
H (-2.174, -4.356, 0.794)
H (-3.454, 2.701, -3.684)
H (-1.845, 2.273, -4.011)
C (-3.882, -1.757, 3.735)
H (0.215, 5.109, -0.547)
C (-2.484, 2.609, -3.195)
C (-2.179, 3.912, -2.574)
H (-3.016, 0.045, -3.472)
H (-4.454, 0.987, 1.992)
H (-4.472, 0.745, -2.770)
C (5.619, -0.410, 1.107)
H (-1.385, 5.302, -0.489)
O (4.378, -0.985, 1.508)
H (-2.071, 4.593, -3.418)
H (4.228, 2.334, -2.179)
O (-2.117, -2.943, 2.381)
H (-2.007, -5.031, 2.437)
O (-3.791, -0.748, 2.727)
H (5.901, 1.812, -2.067)



Entry 2:
Formula: C12H30ClO9P2S2
Source: the Open Molecules 2025 dataset
Level of theory: ωB97M-V with the def2-TZVPD basis set

Values from the calculation:
* charge: +1

Element x y z (Å)
H (4.408, -0.505, -0.958)
H (-5.559, 3.711, -3.290)
C (9.935, -3.390, 3.305)
H (-5.036, 2.426, -4.309)
C (6.240, -0.438, 3.673)
H (-3.659, 0.488, -0.182)
H (-8.057, 2.095, -2.976)
H (-5.677, -1.246, -0.810)
C (-5.137, 2.714, -3.269)
H (10.169, -2.703, 2.493)
O (1.895, -0.326, 0.286)
O (-7.350, 0.464, -0.416)
H (-6.183, 0.872, -3.237)
H (0.700, 1.958, 1.002)
H (2.326, -1.881, -1.042)
H (5.370, -1.071, 3.820)
H (-9.044, 1.514, -1.010)
H (8.035, -4.004, 2.462)
H (4.501, -0.716, 0.782)
C (0.339, 1.624, 0.033)
O (6.831, -1.928, 1.605)
C (-7.378, 2.257, -2.152)
H (0.069, 2.483, -0.580)
H (2.479, -2.232, 0.671)
H (-7.878, 2.376, -0.069)
H (-0.496, 0.947, 0.140)
C (-7.982, 1.655, -0.866)
O (2.759, 1.635, -0.922)
H (8.239, -4.393, 4.163)
C (-6.010, 1.677, -2.537)
H (-2.620, 1.946, -3.269)
H (-6.783, -2.593, -1.056)
H (10.458, -4.329, 3.119)
O (1.070, 0.153, -1.979)
H (5.980, 0.442, 3.090)
O (8.613, -0.526, 2.607)
C (2.687, -1.485, -0.092)
O (-8.828, -0.861, -1.532)
S (7.445, -1.332, 2.753)
C (4.170, -1.186, -0.142)
H (-5.503, 1.238, -1.689)
H (-2.973, 4.133, -2.930)
C (-7.700, -0.661, -1.128)
Cl (-4.902, 2.892, 0.479)
H (6.676, -0.144, 4.624)
S (1.627, 0.775, -0.814)
C (8.444, -3.640, 3.406)
H (4.735, -2.104, -0.288)
H (-7.264, 3.320, -1.988)
H (-6.279, -1.544, -2.408)
P (-3.098, 2.583, -0.394)
P (-3.445, 2.860, -2.601)
O (-2.845, 1.004, -0.278)
O (7.717, -2.465, 3.831)
C (-6.544, -1.587, -1.361)
H (10.314, -2.950, 4.227)



| no. | energy (Ha) | LUMO energy (eV) |
| --- | --- | --- |
| 1 | -3811.41570 | -4.05 |
| 2 | -3091.39752 | -4.16 |